The molecule C19H23N3O3. Source: the OMol25 dataset; level of theory: ωB97M-V/def2-TZVPD.

**Relative energy (zero: lowest compared OMol25 entry of this formula, charge and spin)**: 1563.8 kJ/mol
**Structure (SMILES)**: CCCCN1C(=O)NC(=O)/C(=C(\C)Nc2ccc3c(c2)CCC3)C1=O
**E_HOMO**: -7.9 eV
**Kohn-Sham gap**: 7.8 eV
**Calculated total energy**: -30675.5313 eV
**2S+1**: 1

```
48
Properties=species:S:1:pos:R:3:forces:R:3:lowdin_charge:R:1
C -6.0450 -3.0186 -0.2474 4.459 -3.902 -3.557 -0.108
C -4.5671 -3.0449 0.3211 -5.945 3.001 6.424 -0.189
C -4.0112 -1.5460 0.5698 -6.041 -4.077 3.749 -0.114
C -3.8259 -0.8945 -0.7147 -8.608 3.890 12.047 -0.255
N -3.2386 0.2482 -0.5459 0.969 13.243 1.439 0.048
C -4.1695 1.4011 -0.1242 -0.476 -0.202 -1.783 -0.253
O -5.4068 1.2701 -0.0755 4.033 0.317 0.147 0.078
N -3.5081 2.6900 -0.0067 -3.404 -0.474 0.446 0.206
C -2.1770 2.9461 0.1241 -2.714 3.567 1.370 -0.561
O -1.7289 4.0126 0.4524 -0.823 3.188 0.258 0.090
C -1.3377 1.9633 0.0254 3.878 -10.707 -4.498 -0.049
C 0.0164 1.9733 0.0062 3.898 -2.927 2.286 0.002
N 0.9015 0.6368 -0.2606 -0.752 10.030 1.841 0.142
C 2.2943 0.7879 -0.1642 -0.832 -2.683 -2.189 -0.290
C 3.0674 1.6267 -0.9633 -1.913 2.547 1.541 -0.065
C 4.3810 1.4313 -0.7767 6.476 -0.919 -2.160 -0.016
C 5.0489 0.1711 -0.2926 -3.404 5.656 -1.717 -0.151
C 4.1693 -0.6794 0.3481 6.564 1.658 -3.293 -0.288
C 2.9469 -0.3486 0.2761 -9.767 -2.553 4.494 -0.019
H 2.1792 -1.1484 0.9237 1.859 2.209 -2.032 0.203
C 4.9938 -1.7631 0.6953 0.097 -0.127 8.308 -0.138
H 4.4713 -2.6371 0.7532 -0.488 -3.005 -0.438 0.100
H 5.1628 -1.5372 1.9229 -0.640 -0.753 -2.193 0.204
C 6.3161 -1.5248 0.2272 -1.385 -5.475 -8.486 -0.270
H 7.2245 -1.7373 0.4080 5.884 -3.068 4.046 0.052
H 6.4505 -2.1302 -0.8817 -0.955 0.604 2.113 0.202
C 6.4641 -0.2616 -0.2855 0.374 10.937 -0.390 -0.220
H 7.0235 0.2788 -1.2460 -1.007 -2.525 2.249 0.190
H 6.8785 0.4417 0.6244 -0.361 -1.169 -1.774 0.172
H 5.1012 2.1599 -1.3272 -1.220 -1.153 1.057 0.131
H 2.6382 2.6121 -1.3580 0.802 -1.733 0.191 0.143
H 0.2968 -0.0681 -0.4405 -1.380 -3.426 -0.462 0.006
C 0.7964 3.1804 0.5804 -2.879 -1.605 1.971 -0.004
H 0.7020 3.7646 -0.2486 0.595 2.613 -2.118 0.054
H 1.7658 2.8984 0.8509 1.439 -0.156 0.181 0.049
H 0.2530 3.7577 1.4360 0.830 -1.496 -1.612 0.137
C -1.8595 0.4952 -0.4790 -2.021 0.247 4.159 -0.205
O -1.2479 -0.5315 -0.2297 0.879 -0.389 -1.642 0.075
H -4.1103 3.5129 0.2794 0.747 -1.627 -0.580 0.194
H -3.3046 -1.2938 -1.2240 11.244 -10.547 -11.958 0.019
H -4.7255 -0.7320 -1.0668 -4.501 0.475 -2.365 0.106
H -3.3788 -1.6505 1.4021 2.205 0.495 0.128 0.086
H -4.9840 -1.1125 1.2256 2.345 -0.414 -2.101 0.172
H -4.8383 -3.7078 1.3034 1.904 1.668 -1.963 0.153
H -4.1230 -3.5201 -0.3808 3.915 -3.493 -4.081 0.014
H -6.3397 -4.0927 -0.4056 -0.076 0.824 0.697 0.086
H -6.7029 -2.5191 0.2904 -3.061 2.492 2.224 0.011
H -5.9131 -2.7608 -1.3007 -0.741 0.941 0.030 0.068
```
Forces are in eV/Å.